{
  "formula": "C23H18N3OS3Te4Ti",
  "method": "ωB97M-V/def2-TZVPD",
  "total_charge": -1,
  "e_tot_ev": -115456.725,
  "largest_force_ha_per_bohr": 0.039,
  "e_lumo_ev": [1.7, 1.7],
  "homo_lumo_gap_ev": [4.91, 4.90],
  "species": ["Ti", "N", "C", "C", "C", "C", "C", "N", "C", "C", "C", "C", "C", "N", "H", "H", "H", "H", "H", "H", "H", "H", "H", "Te", "Te", "Te", "Te", "O", "C", "C", "C", "C", "C", "S", "C", "C", "C", "C", "S", "C", "C", "C", "C", "S", "H", "H", "H", "H", "H", "H", "H", "H", "H"],
  "coordinates": [[-0.916747, 0.182634, 0.806159], [-1.730642, -2.826018, 1.103564], [-1.130899, -2.424113, 2.241308], [-1.212564, -3.233729, 3.395178], [-0.687045, -2.779888, 4.573545], [-0.075600, -1.513765, 4.623289], [-0.026026, -0.787871, 3.472752], [-0.502012, -1.236871, 2.282146], [-1.498310, -2.279749, -0.217416], [-0.854148, -3.068193, -1.099634], [-0.558859, -2.554821, -2.455941], [-1.480183, -1.412076, -2.920694], [-1.878481, -0.483389, -1.757505], [-1.993016, -1.014644, -0.404679], [-2.045561, -3.782318, 1.102702], [-1.713902, -4.188770, 3.328837], [-0.754080, -3.389930, 5.464310], [0.320246, -1.105729, 5.539595], [0.402052, 0.206637, 3.453655], [-0.490457, -4.037433, -0.783043], [-0.521049, -3.363965, -3.186879], [-2.249025, -1.654733, -3.647820], [-2.787328, 0.073376, -1.981595], [-3.341573, 0.743751, 2.614560], [-5.855608, -0.076504, 2.418511], [-5.065756, 1.982174, -1.141180], [-2.918403, 2.327206, 0.371530], [0.171068, 1.648014, 1.038025], [0.966869, 1.566773, -0.162498], [2.415416, 1.388146, 0.254490], [2.873223, 0.818750, 1.406927], [4.289828, 0.739131, 1.465772], [4.877902, 1.261309, 0.355674], [3.723507, 1.855846, -0.755744], [0.832362, 2.854219, -0.941158], [1.110540, 3.079513, -2.259408], [0.981109, 4.446184, -2.619026], [0.608108, 5.221918, -1.563665], [0.407700, 4.306386, -0.134221], [0.399727, 0.301855, -0.853267], [-0.604154, 0.398436, -1.994624], [-0.245349, -0.501088, -3.201706], [0.686843, -1.606721, -2.674215], [1.604867, -0.988981, -1.259798], [2.214313, 0.466099, 2.185526], [4.839489, 0.319560, 2.296141], [5.930385, 1.339158, 0.136941], [1.395268, 2.289630, -2.943020], [1.140200, 4.828519, -3.617133], [0.407303, 6.280320, -1.560951], [-0.848514, 1.424955, -2.247920], [-0.013183, -0.031922, -4.154257], [1.400124, -2.007256, -3.392160]],
  "forces_ev_per_a": [[-1.77, 0.80, -0.52], [0.22, -0.17, -0.18], [-0.11, -0.01, -0.08], [0.13, 0.05, 0.29], [-0.04, 0.03, -0.23], [-0.07, -0.09, 0.01], [0.20, -0.09, -0.19], [-0.20, -0.23, 0.46], [-0.01, -0.25, 0.17], [-0.11, 0.15, 0.06], [-0.03, 0.00, -0.04], [0.04, -0.02, 0.06], [-0.16, -0.04, -0.10], [0.80, -0.07, 0.00], [-0.08, 0.08, 0.01], [-0.03, -0.01, 0.01], [-0.01, -0.01, 0.01], [0.01, 0.00, 0.03], [-0.01, 0.03, -0.02], [-0.05, -0.01, 0.00], [0.03, -0.01, -0.02], [-0.03, 0.02, -0.02], [-0.05, 0.05, 0.04], [0.11, 0.03, 0.44], [0.14, -0.18, -0.06], [0.25, -0.13, 0.03], [0.24, -0.01, -0.25], [0.57, 0.02, 0.08], [0.17, 0.01, -0.18], [-0.01, 0.03, 0.18], [-0.10, -0.02, -0.09], [0.03, 0.01, -0.04], [0.03, -0.01, 0.00], [0.00, 0.03, 0.04], [-0.04, -0.04, -0.04], [0.01, -0.11, 0.12], [0.00, 0.07, 0.00], [0.01, -0.01, 0.01], [0.03, -0.03, -0.05], [-0.02, 0.05, -0.01], [-0.02, 0.00, -0.02], [0.06, -0.03, 0.02], [-0.03, 0.02, -0.01], [-0.07, -0.03, 0.08], [0.00, 0.01, -0.02], [0.01, 0.00, 0.00], [0.01, 0.00, 0.00], [-0.01, 0.01, 0.02], [-0.01, 0.00, 0.00], [-0.01, 0.03, -0.01], [-0.08, 0.08, 0.01], [0.02, 0.01, -0.02], [0.04, 0.00, 0.01]]
}

{
  "formula": "C23H5F15GeReS",
  "method": "ωB97M-V/def2-TZVPD",
  "total_charge": 2,
  "e_tot_ev": -134154.223,
  "multiplicity": 2,
  "largest_force_ha_per_bohr": 0.016,
  "e_lumo_ev": [-9.6, -9.4],
  "homo_lumo_gap_ev": [5.36, 5.62],
  "species": ["Re", "C", "C", "C", "C", "C", "H", "H", "H", "H", "H", "F", "C", "C", "C", "F", "C", "F", "C", "F", "C", "F", "Ge", "S", "C", "C", "F", "C", "F", "C", "F", "C", "F", "C", "F", "C", "C", "F", "C", "F", "C", "F", "C", "F", "C", "F"],
  "coordinates": [[-1.512266, 1.271721, 0.567997], [0.316907, 0.445462, 1.557645], [-0.129047, 1.590650, 2.287585], [-0.023158, 2.731691, 1.427795], [0.464461, 2.282843, 0.168722], [0.675109, 0.868800, 0.245244], [0.349543, -0.566218, 1.932316], [-0.483418, 1.588215, 3.307522], [-0.277390, 3.749737, 1.684081], [0.618293, 2.891509, -0.710457], [1.036577, 0.240460, -0.554730], [-2.627380, 2.360240, -0.968105], [-3.970418, 2.434111, -1.395562], [-4.837179, 1.388740, -1.163983], [-6.144362, 1.625288, -1.569594], [-7.065497, 0.709780, -1.271429], [-6.538789, 2.784496, -2.220172], [-7.789105, 2.948505, -2.583497], [-5.602423, 3.783557, -2.461326], [-5.953419, 4.890847, -3.062832], [-4.289593, 3.615251, -2.026260], [-3.383479, 4.556630, -2.201212], [-4.548099, -0.293630, -0.207974], [-2.219376, -0.694805, -0.015417], [-5.116492, -1.924606, -1.032388], [-5.639931, -2.026021, -2.314515], [-5.739094, -0.935736, -3.074550], [-6.037112, -3.242485, -2.838455], [-6.537698, -3.316135, -4.054490], [-5.890081, -4.395413, -2.071617], [-6.255734, -5.553186, -2.562545], [-5.328759, -4.331429, -0.797268], [-5.156041, -5.427281, -0.086834], [-4.945785, -3.100180, -0.308982], [-4.353032, -3.022801, 0.891060], [-4.989703, 0.063406, 1.656234], [-4.355594, 1.093525, 2.316455], [-3.383921, 1.841751, 1.608369], [-4.596816, 1.499122, 3.603963], [-3.914819, 2.486693, 4.153941], [-5.594671, 0.819272, 4.305815], [-5.869380, 1.162001, 5.538966], [-6.294576, -0.210861, 3.687117], [-7.246284, -0.838938, 4.336869], [-5.990731, -0.568512, 2.376043], [-6.704438, -1.524263, 1.800154]],
  "forces_ev_per_a": [[-0.72, 0.41, -0.04], [0.22, 0.14, 0.14], [-0.11, -0.17, -0.06], [0.11, -0.04, 0.05], [0.06, -0.32, -0.05], [0.22, 0.31, 0.00], [0.02, -0.01, 0.01], [0.06, -0.01, 0.02], [0.01, 0.00, 0.03], [0.04, -0.02, -0.01], [0.00, 0.00, -0.01], [0.09, 0.07, -0.04], [0.06, -0.08, 0.09], [0.08, 0.10, 0.05], [0.03, -0.04, 0.08], [-0.04, -0.06, -0.06], [0.02, -0.02, 0.01], [-0.02, 0.02, -0.02], [0.05, -0.07, 0.07], [0.00, 0.03, -0.02], [-0.14, -0.09, 0.00], [0.03, 0.05, -0.02], [-0.10, -0.07, 0.01], [-0.05, -0.45, -0.11], [0.07, 0.02, 0.11], [0.02, 0.04, -0.02], [-0.06, 0.04, -0.03], [0.02, -0.01, 0.10], [-0.02, -0.01, -0.06], [0.05, 0.09, 0.03], [-0.01, -0.01, 0.00], [-0.03, 0.11, -0.08], [0.00, -0.06, 0.03], [0.02, 0.02, -0.03], [-0.07, 0.01, 0.11], [-0.03, 0.16, -0.08], [0.15, -0.03, -0.10], [-0.03, 0.14, -0.04], [-0.12, -0.14, 0.01], [0.03, 0.05, 0.04], [0.03, -0.04, -0.13], [0.00, 0.01, 0.02], [0.05, 0.05, -0.02], [-0.01, 0.00, 0.02], [-0.01, -0.05, -0.05], [0.01, -0.08, 0.03]]
}

{
  "formula": "C2H2F3NO2",
  "method": "ωB97M-V/def2-TZVPD",
  "de_lowest_kcal_mol": 141.8,
  "e_tot_ev": -15838.299,
  "largest_force_ha_per_bohr": 0.037,
  "e_lumo_ev": [-0.4, -1.2],
  "homo_lumo_gap_ev": [9.74, 8.13],
  "species": ["C", "C", "N", "O", "O", "F", "F", "F", "H", "H"],
  "coordinates": [[0.871906, 0.799953, -0.509618], [1.209884, -0.390708, 0.286595], [-2.286191, -0.141311, 0.065932], [-2.425825, -0.546672, 1.159767], [-2.890557, -0.040572, -0.937656], [0.462016, 1.890495, 0.144612], [2.500055, -0.784443, 0.086054], [0.455477, -1.469650, -0.096776], [1.047902, 0.918374, -1.563675], [1.055333, -0.235464, 1.364768]],
  "forces_ev_per_a": [[-0.10, 0.19, 0.09], [-0.15, -0.13, 0.54], [1.70, 0.73, -0.31], [-0.76, -0.44, 0.49], [-0.90, -0.28, -0.20], [0.11, -0.26, -0.03], [0.23, 0.12, -0.07], [-0.16, -0.02, -0.09], [0.01, 0.01, -0.12], [0.01, 0.07, -0.30]]
}

{
  "formula": "C8H11NO3",
  "method": "ωB97M-V/def2-TZVPD",
  "smiles": "COC(C)=C1C(=O)C=CC1=O.N",
  "de_lowest_kcal_mol": 62.9,
  "e_tot_ev": -16104.420,
  "largest_force_ha_per_bohr": 0.073,
  "e_lumo_ev": -0.2,
  "homo_lumo_gap_ev": 9.10,
  "species": ["C", "C", "C", "C", "C", "C", "C", "C", "H", "H", "H", "H", "H", "H", "H", "H", "H", "H", "H", "N", "O", "O", "O"],
  "coordinates": [[-1.948559, 1.498569, -0.445793], [-0.406884, -0.092909, 0.575021], [-1.174156, -1.220114, -0.124343], [0.735076, -0.355971, 1.224332], [1.032816, -1.648387, 1.927893], [2.166500, -1.385707, 2.851222], [2.408115, -0.062678, 2.817925], [1.569188, 0.712765, 1.860762], [-0.327234, 1.641311, -4.104079], [-0.340126, 1.072439, -5.723425], [-0.108142, 0.032224, -4.393557], [-2.618490, 0.654938, -0.485278], [-2.538245, 2.223051, 0.209031], [-1.828292, 2.036604, -1.358398], [-1.168715, -1.238533, -1.214476], [-2.207361, -1.404896, 0.229016], [-0.631449, -2.171812, 0.136432], [2.480832, -2.012430, 3.735678], [3.302050, 0.430557, 3.403976], [0.102281, 0.947924, -4.792539], [-0.658046, 1.183666, 0.268063], [0.503246, -2.715165, 1.777750], [1.655595, 1.874556, 1.624788]],
  "forces_ev_per_a": [[-0.28, 0.87, 3.13], [-0.40, -0.51, -2.70], [0.32, -1.71, 1.24], [-0.27, 0.37, 1.69], [0.46, 0.42, -0.73], [-0.38, 1.19, 1.93], [3.23, 0.49, 1.81], [0.23, -2.40, -0.57], [0.76, -1.15, -1.53], [0.24, -0.29, 1.15], [-0.03, 0.21, -0.52], [0.28, -0.44, -0.49], [1.13, -0.76, -0.47], [0.74, -0.19, -0.78], [0.01, 0.84, 0.01], [0.44, 0.45, -0.14], [-0.60, 1.03, -0.09], [-0.08, 0.27, -1.71], [-2.16, -0.82, -1.06], [-0.96, 1.23, 0.91], [-2.25, 0.40, -1.11], [-0.40, -0.83, 0.08], [-0.01, 1.36, -0.02]]
}

{
  "formula": "CN2O3S",
  "method": "ωB97M-V/def2-TZVPD",
  "de_lowest_kcal_mol": 60.0,
  "e_tot_ev": -20987.882,
  "largest_force_ha_per_bohr": 0.057,
  "e_lumo_ev": [-1.5, -1.8],
  "homo_lumo_gap_ev": [9.60, 7.80],
  "species": ["C", "N", "N", "O", "O", "O", "S"],
  "coordinates": [[-2.090590, -0.075046, 0.108920], [-2.585914, -0.086871, 1.131901], [-0.050209, -0.601238, -0.589277], [-1.296220, -0.090170, -0.896448], [0.644091, 0.450973, -0.051917], [3.218015, -0.275292, 0.033744], [2.160827, 0.677643, 0.263076]],
  "forces_ev_per_a": [[0.85, -0.06, 0.10], [-1.39, 0.04, 1.49], [1.76, -0.41, 0.32], [-0.24, 0.65, -1.58], [-2.42, -1.14, -1.00], [-0.57, -0.94, -0.42], [2.01, 1.86, 1.09]]
}

{
  "formula": "C9H10Br15F3O2",
  "method": "ωB97M-V/def2-TZVPD",
  "de_lowest_kcal_mol": 0.0,
  "e_tot_ev": -1072378.837,
  "largest_force_ha_per_bohr": 0.015,
  "e_lumo_ev": -0.3,
  "homo_lumo_gap_ev": 9.92,
  "species": ["C", "Br", "Br", "Br", "H", "C", "Br", "Br", "Br", "H", "C", "Br", "Br", "Br", "H", "C", "Br", "Br", "Br", "H", "C", "Br", "Br", "Br", "H", "C", "C", "O", "C", "O", "C", "F", "F", "F", "H", "H", "H", "H", "H"],
  "coordinates": [[1.336608, 3.814923, -0.702818], [0.326798, 4.740781, -2.047157], [0.911845, 1.932290, -0.683290], [1.080111, 4.639628, 1.003984], [2.373371, 3.890736, -0.978482], [3.059883, -1.496476, 3.391444], [2.048025, -2.773561, 4.425477], [4.265394, -2.374237, 2.203981], [3.995824, -0.248487, 4.535774], [2.346106, -0.909013, 2.843664], [-3.988757, 4.316527, 2.217177], [-3.241028, 4.773893, 0.503864], [-5.502580, 3.161211, 2.025413], [-4.405633, 5.880158, 3.249966], [-3.231981, 3.770393, 2.752059], [-1.711248, 0.212233, 1.168809], [-0.794685, -1.375432, 1.669296], [-1.219065, 1.728564, 2.214142], [-3.593904, -0.024054, 1.097851], [-1.365409, 0.448678, 0.175106], [1.051754, -4.323165, 0.564064], [2.625521, -4.891742, -0.413917], [0.673138, -5.552017, 1.999530], [-0.432057, -4.199599, -0.663382], [1.294204, -3.365263, 0.997263], [-1.730459, 0.069743, -2.626155], [-1.180459, -1.196193, -2.021396], [0.221528, -1.062930, -1.692961], [1.061456, -1.174903, -2.698478], [0.795987, -1.265817, -3.857377], [2.538603, -1.215732, -2.220591], [3.110568, -2.360453, -2.625915], [3.209039, -0.183274, -2.765879], [2.666509, -1.134517, -0.888858], [-2.819700, 0.025122, -2.660467], [-1.375976, 0.210249, -3.647656], [-1.435100, 0.955712, -2.057520], [-1.299177, -2.030429, -2.711878], [-1.665049, -1.413543, -1.074704]],
  "forces_ev_per_a": [[-0.29, -0.07, -0.07], [-0.07, 0.00, -0.14], [0.23, 0.05, -0.08], [0.09, -0.01, 0.17], [0.20, 0.04, 0.05], [0.10, 0.08, 0.60], [0.00, 0.08, -0.06], [-0.02, -0.05, -0.24], [-0.06, -0.07, -0.04], [-0.11, 0.05, -0.32], [0.02, 0.11, -0.15], [0.05, 0.01, -0.02], [-0.17, -0.02, 0.04], [-0.01, 0.04, 0.02], [0.10, -0.11, 0.09], [0.19, 0.33, -0.39], [0.21, -0.32, 0.47], [0.05, 0.18, 0.52], [-0.33, -0.15, -0.05], [-0.09, 0.02, -0.17], [0.31, -0.66, -0.31], [-0.08, 0.07, 0.15], [-0.06, 0.14, -0.06], [0.08, -0.05, 0.23], [-0.17, 0.22, -0.04], [-0.03, 0.38, -0.33], [-0.26, 0.27, -0.25], [-0.07, -0.04, 0.41], [0.42, -0.13, -0.05], [-0.04, -0.07, -0.22], [0.23, 0.12, -0.03], [-0.18, 0.46, 0.06], [-0.17, -0.39, 0.16], [-0.06, -0.03, -0.24], [0.00, -0.04, 0.09], [0.04, -0.04, 0.06], [-0.12, -0.11, 0.04], [0.03, -0.07, 0.11], [0.07, -0.20, 0.02]]
}

{
  "formula": "C5H8NO",
  "method": "ωB97M-V/def2-TZVPD",
  "de_lowest_kcal_mol": 79.1,
  "total_charge": -1,
  "e_tot_ev": -8847.804,
  "largest_force_ha_per_bohr": 0.088,
  "e_lumo_ev": 3.7,
  "homo_lumo_gap_ev": 6.21,
  "species": ["C", "C", "C", "C", "C", "N", "O", "H", "H", "H", "H", "H", "H", "H", "H"],
  "coordinates": [[2.184808, 2.235768, -0.723211], [1.087607, 1.764063, -1.283386], [-0.783687, -1.797309, 0.946659], [0.000928, 1.185354, -1.711548], [-2.060661, -1.020112, 1.036372], [-2.328746, -0.239592, 0.029778], [-3.506367, 0.345931, 0.066954], [3.253467, 1.875489, -0.780826], [-0.294011, -1.531445, 0.120317], [0.040298, -1.546443, 1.802478], [-0.801441, -2.921432, 0.879332], [-0.695284, 0.509575, -1.112637], [-0.485105, 1.337544, -2.564856], [2.262803, 3.027889, -0.064300], [-2.637458, -1.282519, 1.881787]],
  "forces_ev_per_a": [[1.20, -1.62, -1.07], [0.53, -0.38, 0.47], [0.85, -1.02, 4.31], [0.75, -1.11, 3.89], [2.00, -0.84, -1.25], [-1.40, -0.21, 1.26], [0.47, 0.20, -0.44], [-1.47, -0.52, -0.65], [1.94, 1.24, -3.57], [-1.88, -0.60, -1.40], [-0.51, 0.78, 0.42], [1.16, 0.49, 0.12], [-1.36, 1.24, -3.86], [-0.87, 1.95, 1.12], [-1.43, 0.40, 0.65]]
}

{
  "formula": "CH3IOP2",
  "method": "ωB97M-V/def2-TZVPD",
  "smiles": "O[P@]1(I)=PC1",
  "de_lowest_kcal_mol": 35.6,
  "e_tot_ev": -29809.736,
  "largest_force_ha_per_bohr": 0.041,
  "e_lumo_ev": [-1.7, -1.7],
  "homo_lumo_gap_ev": [6.12, 6.13],
  "species": ["C", "O", "P", "P", "I", "H", "H", "H"],
  "coordinates": [[0.272990, 0.680563, -0.828114], [-0.177799, -0.354692, 1.558183], [0.768967, 2.252184, -0.081619], [-0.765767, 0.964998, 0.826693], [-2.958397, 0.090666, -0.080850], [-0.231929, 0.657295, -1.789086], [0.876200, -0.203710, -0.634350], [-0.632586, -0.593765, 2.371165]],
  "forces_ev_per_a": [[-0.06, 0.53, 0.69], [-0.06, -0.34, 0.34], [-0.66, -0.37, 0.25], [0.75, -0.19, -1.96], [0.43, 0.28, 0.28], [-0.25, 0.05, 0.15], [-0.08, -0.04, 0.08], [-0.07, 0.08, 0.17]]
}